ORCA calculation (ωB97M-V with the def2-TZVPD basis set) on a 15-piece molecular cluster, C85H214N16O29 overall in a non-equilibrium geometry.

Each line ends with the Mulliken charge.
Geometry (Å):
C (-5.436, 0.925, -12.686)  -0.80
O (-5.385, 0.896, -11.280)  -0.35
C (-4.355, 0.098, -10.864)  -0.88
C (-4.036, 0.237, -9.405)  0.06
N (-3.533, 1.560, -8.900)  -0.30
C (-3.144, 1.523, -7.517)  0.18
C (-2.477, 2.876, -7.144)  -0.99
O (-2.203, 2.835, -5.705)  -0.04
C (-1.605, 4.019, -5.260)  -0.38
H (-6.154, 1.654, -13.041)  0.29
H (-5.501, -0.091, -13.087)  0.31
H (-4.488, 1.258, -13.078)  0.35
H (-3.414, 0.298, -11.405)  0.39
H (-4.640, -0.946, -11.053)  0.43
H (-3.251, -0.448, -9.065)  -0.03
H (-4.978, -0.165, -8.917)  0.28
H (-4.301, 2.224, -9.005)  0.28
H (-2.413, 0.749, -7.306)  -0.40
H (-4.022, 1.284, -6.824)  0.40
H (-3.056, 3.741, -7.346)  0.74
H (-1.575, 2.969, -7.795)  0.18
H (-2.081, 4.961, -5.600)  0.42
H (-0.505, 4.111, -5.531)  0.14
H (-1.835, 3.955, -4.170)  -0.14
C (-1.209, -8.087, 1.747)  -0.95
O (-1.788, -7.111, 0.904)  -0.10
C (-1.650, -7.370, -0.516)  -1.05
C (-2.313, -6.234, -1.154)  0.98
N (-3.731, -6.212, -0.997)  -0.29
C (-4.427, -5.165, -1.704)  0.51
C (-5.840, -5.060, -1.102)  -0.96
O (-6.369, -3.887, -1.610)  0.08
C (-7.742, -3.744, -1.557)  -0.96
H (-1.526, -9.063, 1.485)  0.45
H (-1.542, -7.860, 2.791)  0.23
H (-0.111, -8.125, 1.721)  0.29
H (-2.123, -8.339, -0.803)  0.43
H (-0.574, -7.383, -0.810)  0.27
H (-2.121, -6.412, -2.284)  -0.02
H (-1.770, -5.320, -1.046)  -0.37
H (-4.025, -6.156, -0.003)  0.29
H (-4.488, -5.414, -2.769)  0.14
H (-3.966, -4.156, -1.519)  -0.54
H (-5.789, -5.032, -0.053)  0.51
H (-6.377, -5.950, -1.438)  0.34
H (-8.041, -3.509, -0.542)  0.34
H (-8.247, -4.636, -1.933)  0.35
H (-8.042, -2.901, -2.229)  0.22
C (1.468, -5.084, -2.754)  -0.91
O (0.082, -4.854, -2.828)  -0.12
C (-0.224, -4.022, -3.957)  -0.11
C (-1.674, -3.697, -3.911)  0.43
N (-2.038, -2.790, -4.963)  -0.15
C (-3.447, -2.557, -5.292)  -1.48
C (-4.365, -2.279, -4.157)  0.37
O (-3.759, -1.300, -3.354)  0.33
C (-4.469, -1.017, -2.175)  -0.46
H (1.996, -5.556, -3.595)  0.34
H (1.544, -5.794, -1.951)  0.21
H (2.008, -4.134, -2.488)  0.24
H (0.016, -4.595, -4.879)  0.44
H (0.463, -3.119, -3.869)  -0.40
H (-1.838, -3.318, -2.885)  -0.77
H (-2.220, -4.639, -3.907)  0.77
H (-1.649, -1.901, -4.638)  -0.25
H (-3.818, -3.454, -5.745)  0.58
H (-3.459, -1.772, -6.035)  0.12
H (-4.450, -3.239, -3.616)  -0.39
H (-5.371, -1.976, -4.464)  0.60
H (-3.943, -0.312, -1.556)  -0.23
H (-4.479, -1.946, -1.599)  -0.04
H (-5.540, -0.665, -2.267)  0.33
C (-4.053, 2.762, -2.215)  -0.77
O (-3.291, 2.548, -1.048)  0.10
C (-2.006, 3.195, -1.061)  -1.00
C (-1.334, 2.841, 0.234)  2.13
N (-1.854, 3.616, 1.359)  -0.43
C (-3.157, 3.149, 1.840)  -0.20
C (-3.597, 3.769, 3.148)  -1.08
O (-3.034, 3.118, 4.274)  0.88
C (-3.541, 3.645, 5.447)  0.30
H (-4.466, 3.805, -2.369)  0.23
H (-4.896, 2.090, -1.967)  0.17
H (-3.521, 2.418, -3.097)  0.12
H (-2.099, 4.270, -1.168)  0.88
H (-1.439, 2.830, -1.894)  -0.03
H (-0.263, 3.079, 0.094)  -1.49
H (-1.415, 1.752, 0.361)  -0.10
H (-1.253, 3.459, 2.138)  -0.07
H (-3.177, 2.033, 2.000)  -0.43
H (-3.902, 3.256, 1.062)  0.62
H (-4.680, 3.809, 3.270)  0.40
H (-3.220, 4.814, 3.049)  0.23
H (-3.185, 3.107, 6.290)  -0.32
H (-4.645, 3.606, 5.391)  -0.21
H (-3.221, 4.699, 5.515)  -0.15
C (2.007, 3.716, -3.015)  -0.55
O (2.110, 4.018, -1.655)  -0.31
C (1.813, 5.313, -1.230)  -1.09
C (1.896, 5.497, 0.279)  -0.03
N (3.286, 5.269, 0.663)  -0.34
C (3.465, 5.457, 2.103)  0.40
C (4.899, 5.077, 2.599)  -0.90
O (4.909, 5.169, 4.028)  -0.14
C (6.200, 4.857, 4.564)  -0.64
H (1.771, 2.647, -3.046)  -0.08
H (2.870, 3.932, -3.654)  0.33
H (1.170, 4.230, -3.509)  0.31
H (0.748, 5.499, -1.513)  0.38
H (2.307, 6.049, -1.829)  0.57
H (1.141, 4.897, 0.843)  -0.19
H (1.564, 6.516, 0.520)  0.56
H (3.646, 4.394, 0.382)  0.21
H (2.807, 4.755, 2.587)  -0.44
H (3.271, 6.499, 2.288)  0.51
H (5.491, 5.724, 2.057)  0.48
H (5.211, 4.090, 2.309)  0.29
H (6.936, 5.571, 4.209)  0.29
H (6.487, 3.813, 4.269)  0.16
H (5.987, 4.903, 5.633)  0.23
C (2.882, 1.204, -6.157)  -0.56
O (1.876, 1.831, -6.971)  -0.53
C (0.718, 0.918, -7.277)  1.86
C (0.256, 1.084, -8.681)  -1.05
N (1.156, 0.773, -9.793)  -0.37
C (1.785, -0.572, -9.734)  -0.13
C (0.663, -1.528, -10.321)  -0.89
O (-0.292, -1.854, -9.332)  -0.04
C (-1.336, -2.550, -9.982)  -0.74
H (3.808, 1.794, -6.228)  0.28
H (3.030, 0.231, -6.525)  0.52
H (2.668, 1.208, -5.107)  0.01
H (-0.135, 1.176, -6.641)  -1.06
H (0.985, -0.152, -7.096)  0.22
H (-0.040, 2.132, -8.945)  0.32
H (-0.724, 0.596, -8.717)  -0.12
H (1.901, 1.470, -9.713)  0.33
H (2.072, -0.918, -8.727)  -0.13
H (2.682, -0.577, -10.418)  0.50
H (1.207, -2.400, -10.738)  0.43
H (0.230, -1.002, -11.162)  0.43
H (-2.220, -2.469, -9.358)  0.17
H (-1.148, -3.628, -10.276)  0.30
H (-1.590, -2.023, -10.933)  0.28
C (-2.884, -0.208, 5.681)  -1.03
O (-2.733, -1.326, 4.793)  0.24
C (-2.516, -2.595, 5.451)  -0.78
C (-2.489, -3.615, 4.391)  -0.63
N (-1.194, -3.775, 3.833)  0.10
C (-1.228, -4.574, 2.640)  -0.75
C (0.173, -4.945, 2.199)  -1.47
O (0.961, -3.817, 1.898)  0.60
C (2.107, -4.259, 1.241)  -0.80
H (-3.739, -0.320, 6.353)  0.47
H (-2.942, 0.676, 5.075)  0.09
H (-2.065, -0.102, 6.404)  0.07
H (-3.373, -2.859, 6.139)  0.48
H (-1.621, -2.677, 6.104)  0.12
H (-3.233, -3.208, 3.632)  0.20
H (-2.931, -4.579, 4.601)  0.54
H (-0.685, -2.922, 3.698)  -0.60
H (-1.616, -4.052, 1.776)  -0.20
H (-1.793, -5.506, 2.776)  0.88
H (0.135, -5.517, 1.288)  0.39
H (0.652, -5.598, 2.895)  0.39
H (1.860, -4.951, 0.388)  0.41
H (2.833, -4.783, 1.903)  0.10
H (2.611, -3.349, 0.843)  -0.05
C (-9.391, 5.236, 4.441)  -0.75
O (-9.262, 3.807, 4.582)  -0.38
C (-8.199, 3.485, 5.464)  -0.35
C (-7.977, 1.985, 5.506)  -1.03
N (-7.195, 1.559, 4.415)  0.17
C (-6.784, 0.170, 4.370)  -0.89
C (-6.256, -0.135, 2.999)  0.29
O (-7.265, 0.011, 1.978)  -0.51
C (-6.654, -0.120, 0.691)  -0.35
H (-8.705, 5.650, 3.699)  0.27
H (-9.254, 5.842, 5.366)  0.30
H (-10.393, 5.353, 4.105)  0.28
H (-8.485, 3.953, 6.416)  0.48
H (-7.239, 3.903, 5.083)  0.13
H (-8.947, 1.456, 5.538)  0.45
H (-7.476, 1.760, 6.434)  0.49
H (-7.758, 1.698, 3.563)  0.16
H (-7.599, -0.545, 4.554)  0.36
H (-6.013, 0.023, 5.133)  0.24
H (-5.850, -1.127, 2.956)  0.58
H (-5.383, 0.547, 2.823)  -0.46
H (-6.496, -1.193, 0.463)  0.24
H (-5.673, 0.380, 0.585)  0.00
H (-7.278, 0.287, -0.104)  0.39
C (10.918, -0.978, -7.806)  -0.71
O (10.128, 0.134, -7.510)  -0.40
C (8.893, -0.187, -6.969)  -0.22
C (8.895, -0.444, -5.447)  -0.79
N (7.699, -1.051, -4.910)  -0.21
C (6.492, -0.257, -5.040)  -1.05
C (5.216, -0.996, -4.653)  1.35
O (4.874, -1.847, -5.734)  -0.52
C (3.704, -2.595, -5.459)  -0.29
H (10.564, -1.648, -8.614)  0.26
H (11.070, -1.506, -6.901)  0.32
H (11.879, -0.592, -8.121)  0.27
H (8.502, -1.078, -7.506)  0.26
H (8.345, 0.730, -7.087)  0.27
H (8.982, 0.517, -4.887)  0.23
H (9.787, -0.954, -5.177)  0.49
H (7.500, -1.934, -5.357)  0.30
H (6.339, 0.160, -6.026)  0.31
H (6.555, 0.567, -4.263)  0.36
H (4.400, -0.256, -4.456)  -0.56
H (5.319, -1.603, -3.724)  -0.17
H (3.787, -3.173, -4.530)  0.22
H (3.454, -3.155, -6.345)  0.47
H (2.785, -1.947, -5.340)  -0.19
C (0.718, 3.190, 4.205)  0.32
O (0.413, 4.513, 4.537)  0.25
C (1.459, 5.141, 5.389)  -0.10
C (1.432, 6.675, 5.283)  -1.39
N (0.348, 7.357, 5.911)  -0.28
C (-0.893, 7.430, 5.195)  0.09
C (-2.087, 7.928, 5.993)  -0.54
O (-3.234, 7.796, 5.151)  -0.26
C (-4.299, 8.356, 5.860)  -0.82
H (1.638, 3.050, 3.668)  0.53
H (-0.169, 2.762, 3.595)  -0.62
H (0.796, 2.600, 5.138)  -0.35
H (2.432, 4.731, 5.068)  0.46
H (1.207, 4.784, 6.464)  0.09
H (1.345, 6.929, 4.230)  0.29
H (2.392, 7.041, 5.617)  0.49
H (0.249, 6.909, 6.816)  0.30
H (-1.315, 6.474, 4.818)  -0.27
H (-0.763, 7.983, 4.256)  0.22
H (-2.022, 8.981, 6.379)  0.41
H (-2.155, 7.216, 6.872)  0.24
H (-4.112, 9.428, 6.012)  0.32
H (-4.443, 7.735, 6.748)  0.34
H (-5.129, 8.206, 5.221)  0.27
C (1.343, -0.613, 8.106)  -0.96
O (0.312, 0.302, 7.811)  -0.04
C (0.517, 1.694, 7.927)  -1.03
C (-0.730, 2.516, 7.790)  -0.17
N (-1.516, 2.418, 9.024)  -0.20
C (-2.523, 1.338, 9.126)  0.17
C (-2.882, 1.084, 10.553)  -0.98
O (-3.428, 2.234, 11.149)  -0.29
C (-3.452, 2.169, 12.562)  -0.79
H (2.299, -0.432, 7.541)  0.31
H (0.999, -1.595, 7.761)  0.22
H (1.568, -0.584, 9.171)  0.32
H (1.273, 2.016, 7.223)  0.45
H (0.886, 1.900, 8.931)  0.61
H (-1.237, 2.208, 6.867)  -0.53
H (-0.416, 3.540, 7.709)  0.71
H (-1.842, 3.289, 9.413)  0.30
H (-2.046, 0.392, 8.765)  0.18
H (-3.357, 1.552, 8.495)  0.16
H (-1.979, 0.927, 11.131)  0.37
H (-3.555, 0.250, 10.831)  0.37
H (-4.144, 1.388, 12.894)  0.30
H (-3.693, 3.194, 12.851)  0.23
H (-2.527, 1.894, 13.067)  0.35
C (-1.161, 0.477, -3.941)  -0.02
O (-0.633, -0.620, -3.202)  1.14
C (-0.514, -0.280, -1.832)  1.04
C (-0.482, -1.591, -1.010)  -0.96
N (-0.032, -1.382, 0.378)  2.02
C (-1.048, -0.935, 1.264)  -1.25
C (-0.547, -0.311, 2.524)  0.75
O (0.253, -1.118, 3.333)  2.41
C (0.832, -0.417, 4.436)  -0.10
H (-2.232, 0.590, -3.726)  -0.43
H (-1.181, 0.167, -4.974)  -0.03
H (-0.500, 1.399, -3.883)  0.30
H (-1.346, 0.394, -1.561)  -0.39
H (0.415, 0.348, -1.622)  -0.89
H (0.154, -2.320, -1.492)  0.12
H (-1.499, -1.940, -1.097)  0.09
H (0.433, -2.221, 0.731)  -0.94
H (-1.828, -1.704, 1.460)  0.01
H (-1.571, -0.097, 0.847)  0.10
H (-1.408, 0.095, 3.119)  -0.57
H (0.130, 0.487, 2.236)  -0.11
H (1.449, -1.094, 5.034)  0.19
H (0.036, -0.037, 5.101)  -0.40
H (1.420, 0.414, 3.953)  -0.35
C (2.954, -1.047, -2.103)  -0.65
O (3.831, -2.170, -1.966)  0.67
C (4.467, -2.108, -0.739)  1.12
C (5.089, -3.436, -0.539)  -1.24
N (5.772, -3.533, 0.716)  0.69
C (5.798, -4.872, 1.226)  -0.74
C (6.659, -5.822, 0.492)  -0.65
O (6.512, -7.002, 1.184)  -0.33
C (6.860, -8.181, 0.487)  -0.81
H (2.296, -0.996, -1.220)  -0.03
H (2.288, -1.191, -2.972)  -0.11
H (3.427, -0.096, -2.218)  0.62
H (3.819, -1.927, 0.146)  -1.46
H (5.179, -1.212, -0.796)  0.04
H (5.739, -3.558, -1.440)  0.44
H (4.320, -4.208, -0.626)  0.36
H (6.575, -2.908, 0.854)  0.33
H (4.804, -5.306, 1.196)  -0.09
H (6.153, -4.741, 2.253)  0.51
H (7.635, -5.408, 0.523)  0.45
H (6.372, -5.991, -0.522)  0.44
H (6.281, -8.369, -0.402)  0.33
H (6.767, -8.995, 1.193)  0.26
H (7.895, -8.163, 0.091)  0.31
C (8.636, -1.085, 0.160)  -0.65
O (8.058, -1.233, 1.429)  -0.38
C (7.550, -0.046, 1.973)  -0.50
C (6.839, -0.413, 3.261)  -0.87
N (5.623, -1.127, 2.960)  0.52
C (4.946, -1.575, 4.124)  -2.02
C (3.819, -2.497, 3.945)  2.14
O (3.374, -2.957, 5.223)  -0.52
C (2.153, -3.637, 5.175)  -0.32
H (9.373, -0.263, 0.212)  0.37
H (7.874, -0.825, -0.613)  0.21
H (9.116, -2.051, -0.141)  0.20
H (6.886, 0.472, 1.254)  0.30
H (8.487, 0.558, 2.123)  0.41
H (6.538, 0.514, 3.766)  0.38
H (7.458, -1.072, 3.888)  0.41
H (5.882, -1.949, 2.416)  -0.30
H (4.549, -0.710, 4.644)  0.48
H (5.639, -1.997, 4.928)  0.36
H (4.142, -3.387, 3.351)  -0.40
H (2.889, -1.980, 3.485)  -0.57
H (1.323, -2.993, 4.914)  -0.23
H (2.009, -4.017, 6.146)  0.43
H (2.130, -4.444, 4.412)  0.15
C (3.217, 1.639, 0.956)  -0.30
O (4.285, 2.100, 0.587)  -0.78
N (1.979, 2.170, 0.672)  2.25
N (3.061, 0.460, 1.696)  1.78
H (1.859, 2.711, -0.166)  -0.83
H (1.272, 1.474, 0.694)  -0.84
H (3.928, 0.007, 2.046)  -0.90
H (2.134, 0.093, 1.844)  -0.74

Values from the calculation:
Gap between HOMO and LUMO (eV): 8.9
HOMO (eV): -8.31
LUMO level (eV): 0.577
Total charge: 0
2S+1: 1